Density functional theory data (wB97M-V/def2-TZVPD) for a structure of composition C39H77AsHgO4PSi.

## Properties
total charge	-2
energy relative to the best compared isomer or geometry (same formula, charge and spin)	1137.0	kJ/mol
multiplicity	2
frontier orbital gap (alpha / beta)	0.1200 / 0.1199	Ha

Cartesian coordinates (Å):
Hg (-0.3288, -0.9536, -0.3560)
O (0.1819, -1.3164, 2.6514)
H (0.6516, -1.8337, 3.3695)
H (-0.6309, -1.4596, 2.4525)
O (0.7102, 1.3465, 0.0985)
H (0.7205, 2.0146, 0.9153)
H (-0.1639, 1.2113, -0.4257)
O (0.3796, -3.7189, -0.4474)
C (-5.0880, -1.1585, 0.9188)
C (-4.0292, -1.3409, -0.8998)
C (-5.2425, -2.2882, -1.3640)
C (-3.3937, -0.8751, -2.0057)
Si (-2.2250, -2.5288, -0.2207)
C (-1.8881, -3.6869, -1.7099)
C (-2.8510, -4.8774, -1.6265)
C (-0.5515, -4.3582, -1.6109)
C (-2.0228, -3.0414, -3.0985)
C (-2.3283, -3.3835, 1.6666)
C (-3.7843, -4.0374, 1.6610)
C (-1.1820, -4.3945, 1.7026)
C (-2.3807, -2.8384, 3.3640)
H (-5.7871, -1.8285, 1.2949)
H (-6.0461, -0.2967, 0.6867)
H (-4.5664, -0.8612, 1.9358)
H (-6.1436, -1.7050, -1.5976)
H (-5.5339, -3.0401, -0.6301)
H (-4.9399, -2.8406, -2.2551)
H (-4.0959, -0.5266, -2.7480)
H (-2.4983, -0.4483, -2.4419)
H (-2.5036, 0.2001, -6.3080)
H (-2.7584, -5.4633, -0.7065)
H (-2.6601, -5.5436, -2.4801)
H (-3.9063, -4.5745, -1.6917)
H (-0.6060, -5.4572, -1.5203)
H (1.1980, -3.1721, -0.6142)
H (0.1613, -3.8751, -2.2586)
H (-3.0490, -2.6947, -3.3054)
H (-1.7966, -3.8083, -3.8540)
H (-1.3386, -2.1933, -3.2649)
H (-4.1071, -4.4523, 0.7036)
H (-4.5229, -3.2596, 1.9029)
H (-3.7905, -4.8059, 2.4397)
H (-1.1747, -5.1787, 0.9358)
H (-1.2693, -4.9054, 2.6705)
H (-0.2051, -3.8991, 1.6580)
H (-2.5055, -1.7150, 3.2295)
H (-1.7118, -3.2253, 4.0389)
H (-3.3358, -3.0999, 3.8489)
O (2.3817, -1.0704, -0.3674)
P (2.8064, 0.3916, 0.0029)
C (4.6369, -0.1795, -0.0250)
C (4.8333, -1.1183, -1.2446)
C (4.3766, -2.6000, -1.1545)
C (4.7974, -3.2325, 0.1728)
C (4.4608, -2.3925, 1.3981)
C (5.0273, -0.9817, 1.2313)
C (2.5829, 1.8833, -1.3692)
C (1.8037, 1.4520, -2.5908)
C (2.5709, 0.8997, -3.8314)
C (3.6141, 2.0208, -4.0734)
C (4.5751, 2.2867, -2.9063)
C (3.8250, 2.8013, -1.6397)
C (2.7599, 0.9726, 1.9032)
C (1.4306, 1.2739, 2.9513)
C (0.5346, 2.5933, 2.7835)
C (1.4457, 3.8009, 2.8098)
C (2.7974, 3.5777, 2.0186)
C (3.5608, 2.2734, 2.2809)
H (5.3125, 0.6886, -0.1248)
H (5.9132, -1.1133, -1.4397)
H (4.3980, -0.6667, -2.1531)
H (4.9078, -3.1085, -1.9632)
H (3.3147, -2.7362, -1.3429)
H (5.8843, -3.3849, 0.1356)
H (4.3874, -4.2438, 0.2387)
H (4.9875, -2.8079, 2.2776)
H (3.3912, -2.3992, 1.5969)
H (6.1289, -1.0686, 1.1769)
H (4.8658, -0.4001, 2.1421)
H (2.1368, 2.6804, -0.9262)
H (1.3760, 2.4042, -2.9648)
H (0.9612, 0.7967, -2.2852)
H (1.9493, 0.7794, -4.7298)
H (3.0494, -0.0657, -3.6167)
H (3.0177, 2.9520, -4.2008)
H (4.1797, 1.9140, -5.0011)
H (5.3574, 2.9602, -3.2554)
H (5.1360, 1.3643, -2.6692)
H (3.4228, 3.8322, -1.7914)
H (4.4528, 2.8459, -0.7425)
H (3.2995, 0.1645, 2.4011)
H (1.8119, 1.4789, 4.0182)
H (0.6101, 0.3174, 3.1891)
H (-0.2045, 2.3712, 3.4369)
H (-0.0303, 2.5312, 1.7243)
H (1.6986, 3.9304, 3.8731)
H (1.0451, 4.7915, 2.5259)
H (3.5147, 4.3603, 2.3201)
H (2.6136, 3.7359, 0.9508)
H (3.7295, 2.2258, 3.3673)
H (4.5736, 2.3508, 1.8407)
C (-4.3006, 2.6791, -0.7779)
As (-2.2550, 0.7382, -0.2272)
C (-2.2032, 1.2179, 2.8915)
C (-1.8251, 2.6232, -1.2787)
C (-2.0678, 3.7740, -0.1858)
C (-2.2749, 3.9045, 1.3039)
C (-2.1870, 5.2257, 1.8743)
C (-2.5979, 6.2845, 1.0791)
C (-2.7500, 6.2176, -0.3288)
C (-2.2686, 5.0379, -0.8858)
H (-4.8954, 2.3836, 0.1033)
H (-4.4352, 2.0936, -1.6969)
H (-4.8403, 3.6911, -0.8224)
H (-3.1184, 0.6766, 2.4452)
H (-1.4217, 1.4952, 2.0568)
H (-1.7581, 0.7260, 3.7107)
H (-2.6688, 2.6908, -2.0020)
H (-0.8928, 2.7522, -1.9821)
H (-2.3686, 3.1404, 2.0968)
H (-1.7928, 5.3776, 2.9050)
H (-2.8547, 7.2558, 1.5310)
H (-3.1629, 7.0595, -0.9072)
H (-2.1340, 5.0112, -1.9656)

These are the Löwdin partial charges, in e, on atoms 1 to 8:
1. Hg 0.852
2. O -0.062
3. H 0.114
4. H -0.133
5. O -0.382
6. H 0.060
7. H -0.116
8. O -0.304